Molecular formula: C34H37Cl2HfN6S2
Method: DFT, wB97M-V/def2-TZVPD

Output
Kohn-Sham gap   7.1260 eV
E   -92819.726 eV
Net charge   +1
Energy above the lowest of the compared OMol25 structures with the same formula, charge and spin   0.0 kcal/mol

Structure (XYZ):
```
82
C34H37Cl2HfN6S2 wB97M-V/def2-TZVPD
Hf -0.32433 -0.83148 0.72512
C 4.19509 0.02293 0.69741
C 3.57322 -1.31692 1.10475
C 2.45083 -1.17715 2.15375
N 1.19846 -1.85506 1.83699
C 1.06073 -3.17832 2.03620
C 2.15048 -3.98632 2.37164
C 2.25522 -5.34541 2.64137
C 1.28106 -6.31847 2.70059
C -0.07537 -6.11240 2.49642
C -0.76319 -4.96747 2.15019
C -0.32948 -3.65807 1.86721
N -1.16809 -2.70924 1.45822
C -2.57596 -2.93854 1.15365
C -2.97904 -2.02917 -0.00970
C -2.13253 -2.31296 -1.25885
N -0.84010 -1.64149 -1.13993
C -0.06754 -1.40955 -2.22101
C -0.27802 -2.10324 -3.40920
C 0.31339 -1.98214 -4.66168
C 1.21570 -1.04663 -5.11441
C 1.74730 -0.00201 -4.36721
C 1.64152 0.27447 -3.02120
C 0.97245 -0.39998 -1.98111
N 1.12726 -0.06994 -0.69723
C 2.03125 1.02336 -0.32862
C 3.52455 0.71097 -0.48988
H 4.19935 0.69736 1.56074
H 5.24330 -0.13325 0.43625
H 3.17029 -1.82086 0.22147
H 4.35683 -1.96672 1.49800
H 2.79635 -1.50837 3.13888
H 2.20890 -0.11670 2.28492
H 3.09608 -3.46439 2.40514
H 3.26730 -5.67964 2.84130
H 1.59776 -7.32338 2.94512
H -0.70531 -6.98542 2.62708
H -1.83362 -5.10443 2.09175
H -2.76103 -3.97173 0.84974
H -3.18971 -2.73953 2.03825
H -4.03492 -2.17585 -0.23511
H -2.89728 -0.95666 0.25598
H -2.01531 -3.39821 -1.37091
H -2.64087 -1.92965 -2.14769
H -1.02864 -2.88006 -3.34648
H -0.02503 -2.70899 -5.39122
H 1.51068 -1.10465 -6.15370
H 2.36606 0.69650 -4.91950
H 2.18530 1.15492 -2.70952
H 1.74762 1.91809 -0.89189
H 1.82764 1.28862 0.71432
H 3.67020 0.09269 -1.37887
H 4.04462 1.65306 -0.68094
Cl -1.02652 -0.41829 3.62527
C -0.18733 1.11879 3.68819
C 0.52324 1.41753 4.83468
C 1.22023 2.61480 4.89256
C 1.19872 3.47831 3.81042
C 0.47650 3.14581 2.67605
Cl 0.50231 4.26639 1.34817
C -0.25112 1.95379 2.56978
S -1.17170 1.57003 1.10641
H 0.52741 0.72399 5.66307
H 1.78175 2.87167 5.77960
H 1.73962 4.41357 3.83404
C -2.84751 5.47074 0.15814
C -2.89571 4.74120 -1.14078
C -3.14981 5.29882 -2.36162
C -3.14789 4.44498 -3.48423
N -2.91424 3.14935 -3.40924
C -2.66368 2.59270 -2.21186
S -2.35470 0.95970 -1.97723
N -2.66641 3.41303 -1.10371
C -3.40449 4.99354 -4.85255
H -3.07170 6.52452 0.01533
H -1.85676 5.37603 0.60590
H -3.57119 5.04868 0.85689
H -3.34608 6.35535 -2.45732
H -2.43763 2.95942 -0.22348
H -3.77440 6.01595 -4.82372
H -4.11717 4.35494 -5.37126
H -2.47523 4.97214 -5.42413
```